Entry 1:
{"formula": "CH5N7", "method": "ωB97M-V with the def2-TZVPD basis set", "lumo_energy_ev": [-0.54, 0.63], "homo_lumo_gap_ev": [6.1, 8.3], "charge": 0, "mol_weight_g_mol": 115.10, "species": ["C", "N", "N", "N", "N", "N", "N", "N", "H", "H", "H", "H", "H"], "positions_angstrom": [[1.1063, 1.1585, 0.0881], [1.5552, -0.7371, -0.6852], [1.5032, -0.8132, 0.7447], [1.3135, 0.4886, -1.0837], [1.4641, 0.4504, 1.1703], [-0.9205, 1.2664, 0.1660], [-1.4361, 0.1964, -0.0860], [-2.7098, -0.2805, -0.1678], [1.1564, 2.2850, 0.1176], [0.9748, -1.5280, -1.0092], [2.3475, -1.3692, 0.8895], [-3.5406, 0.2365, 0.1336], [-2.8138, -1.3539, -0.2779]]}

***

Entry 2:
{"formula": "C45H50N3SSb2Ti", "method": "ωB97M-V with the def2-TZVPD basis set", "lumo_energy_ev": -2.29, "homo_lumo_gap_ev": 7.9, "charge": 1, "mol_weight_g_mol": 956.37, "species": ["Ti", "N", "C", "C", "C", "C", "C", "C", "C", "C", "C", "C", "C", "C", "H", "H", "H", "H", "H", "H", "H", "H", "H", "H", "C", "C", "C", "Sb", "C", "C", "C", "C", "C", "C", "C", "C", "C", "C", "C", "C", "Sb", "C", "C", "C", "C", "C", "C", "C", "C", "C", "C", "C", "C", "H", "H", "H", "H", "H", "H", "H", "H", "H", "H", "H", "H", "H", "H", "H", "H", "H", "H", "H", "H", "H", "H", "H", "H", "H", "H", "S", "C", "C", "N", "C", "C", "C", "C", "N", "H", "H", "H", "H", "H", "H", "H", "H", "H", "H", "H", "H", "H", "H"], "positions_angstrom": [[0.2140, -0.2729, 0.2078], [1.0713, -0.8704, 1.8082], [1.4784, 0.1852, 2.6372], [2.7791, 0.1932, 3.1621], [3.2359, 1.2537, 3.9119], [2.4056, 2.3489, 4.1391], [1.1203, 2.3423, 3.6403], [0.6073, 1.2641, 2.9023], [-0.8243, 1.2709, 2.4807], [-1.7612, 1.9605, 3.2656], [-3.0989, 1.9860, 2.9189], [-3.5415, 1.3244, 1.7764], [-2.6315, 0.6324, 0.9971], [-1.2698, 0.5954, 1.3299], [-0.8919, -1.7212, 2.2356], [1.6331, -1.7060, 1.9114], [3.4316, -0.6444, 2.9388], [4.2458, 1.2410, 4.3004], [2.7646, 3.2027, 4.6972], [0.4898, 3.2048, 3.8095], [-1.4458, 2.4627, 4.1713], [-3.8012, 2.5238, 3.5433], [-4.5875, 1.3525, 1.4975], [-2.9774, 0.1203, 0.1042], [-0.0978, 1.7855, -1.8046], [1.3447, 2.1560, -1.4677], [2.1749, 1.0490, -0.8180], [2.6356, -0.7321, -2.1018], [4.1124, -1.3101, -0.6564], [3.7771, -2.4308, 0.1039], [4.5983, -2.8589, 1.1388], [5.7677, -2.1684, 1.4241], [6.1183, -1.0610, 0.6642], [5.2963, -0.6364, -0.3713], [3.6549, 0.5724, -3.4671], [4.4376, 1.6805, -3.1451], [4.9650, 2.4867, -4.1427], [4.7146, 2.1983, -5.4786], [3.9391, 1.1004, -5.8134], [3.4129, 0.2943, -4.8116], [-0.5432, 0.6245, -3.6143], [-0.6202, 2.3594, -4.8634], [0.5715, 3.0310, -5.1344], [0.5847, 4.1435, -5.9637], [-0.5934, 4.5867, -6.5470], [-1.7807, 3.9124, -6.3020], [-1.7948, 2.8052, -5.4639], [-2.5967, 0.5246, -3.0121], [-3.1800, -0.7291, -2.8482], [-4.4723, -0.8479, -2.3524], [-5.1908, 0.2879, -2.0099], [-4.6178, 1.5431, -2.1664], [-3.3281, 1.6593, -2.6644], [-0.6842, 2.6995, -1.9156], [-0.6623, 1.2736, -1.0015], [1.3516, 3.0354, -0.8160], [1.8514, 2.4656, -2.3847], [1.9486, 0.9336, 0.2602], [3.2067, 1.3904, -0.7073], [2.8686, -2.9842, -0.1202], [4.3362, -3.7405, 1.7111], [6.4128, -2.5015, 2.2268], [7.0388, -0.5309, 0.8729], [5.5984, 0.2184, -0.9662], [4.6437, 1.9443, -2.1137], [5.5737, 3.3417, -3.8778], [5.1265, 2.8293, -6.2552], [3.7359, 0.8728, -6.8517], [2.7987, -0.5570, -5.0868], [1.5115, 2.6811, -4.7150], [1.5167, 4.6584, -6.1608], [-0.5848, 5.4514, -7.1976], [-2.6998, 4.2477, -6.7652], [-2.7308, 2.2907, -5.2824], [-2.6191, -1.6243, -3.0921], [-4.9178, -1.8278, -2.2365], [-6.2000, 0.1970, -1.6289], [-5.1760, 2.4328, -1.9037], [-2.8977, 2.6474, -2.7855], [-0.6023, -1.9671, -0.6946], [-2.8837, -5.4257, 2.4845], [-3.7037, -4.1652, 2.7253], [-3.1877, -3.3203, 3.8139], [-3.7704, -3.4953, 5.1553], [-2.9714, -4.4332, 6.0465], [-2.1705, -2.5057, 3.5936], [-1.6239, -1.6040, 4.6544], [-1.5686, -2.4550, 2.4258], [-3.2918, -5.9679, 1.6323], [-2.9153, -6.0859, 3.3497], [-1.8394, -5.1985, 2.2691], [-4.7275, -4.4218, 2.9888], [-3.7690, -3.5558, 1.8211], [-4.7755, -3.8828, 5.0019], [-3.8862, -2.5201, 5.6235], [-2.8911, -5.4269, 5.6085], [-3.4681, -4.5289, 7.0115], [-1.9647, -4.0558, 6.2245], [-1.0939, -0.7777, 4.1835], [-0.9177, -2.1567, 5.2752], [-2.4033, -1.1991, 5.2925], [-1.8572, -2.9710, 1.6094]]}

***

Entry 3:
{"formula": "C4H12", "method": "ωB97M-V with the def2-TZVPD basis set", "lumo_energy_ev": [-3.40, -11.18], "homo_lumo_gap_ev": [12.1, 4.2], "charge": 1, "multiplicity": 2, "mol_weight_g_mol": 60.14, "species": ["C", "C", "H", "H", "H", "H", "H", "H", "C", "C", "H", "H", "H", "H", "H", "H"], "positions_angstrom": [[0.9109, -1.1204, -1.3623], [1.6608, -1.7123, -0.2031], [-0.1228, -1.4902, -1.4873], [0.7868, -0.0145, -1.3029], [1.4038, -1.3852, -2.2938], [2.6618, -1.3048, -0.1824], [1.6654, -2.7954, -0.2550], [1.2814, -1.3755, 0.7644], [-0.5616, 1.2962, 0.9753], [-1.9588, 1.6191, 0.5895], [-0.6923, 0.9945, 2.0468], [-0.0847, 0.3230, 0.6177], [0.1460, 2.0364, 0.6124], [-2.0795, 2.4782, -0.0571], [-2.3808, 0.7008, 0.0763], [-2.6364, 1.7503, 1.4615]]}

***

Entry 4:
{"formula": "C35H33IN4PdS", "method": "ωB97M-V with the def2-TZVPD basis set", "lumo_energy_ev": -7.04, "homo_lumo_gap_ev": 5.6, "charge": 2, "mol_weight_g_mol": 775.07, "species": ["Pd", "I", "C", "C", "C", "C", "C", "C", "C", "C", "C", "C", "H", "H", "H", "H", "H", "H", "N", "C", "S", "N", "C", "C", "C", "C", "C", "C", "H", "H", "H", "H", "H", "H", "H", "H", "N", "C", "C", "C", "C", "C", "C", "C", "C", "C", "C", "C", "C", "C", "H", "H", "H", "H", "H", "H", "H", "H", "H", "H", "C", "C", "C", "C", "C", "N", "H", "H", "H", "H", "H", "H", "H", "H", "H"], "positions_angstrom": [[-0.7365, -1.6651, -0.9259], [-2.9542, -2.8830, -0.4640], [-2.1862, -4.6069, -1.3597], [-2.9850, -5.6755, -1.6254], [-2.3881, -6.8461, -2.1404], [-1.0353, -6.9041, -2.3103], [-0.2045, -5.7926, -2.0194], [1.2021, -5.8624, -2.1569], [1.9789, -4.7869, -1.8497], [1.3869, -3.5680, -1.4425], [0.0317, -3.4472, -1.3344], [-0.7954, -4.5838, -1.5699], [-4.0511, -5.6436, -1.4444], [-3.0104, -7.6976, -2.3771], [-0.5699, -7.8139, -2.6675], [1.6491, -6.7886, -2.4944], [3.0555, -4.8484, -1.9404], [2.0303, -2.7277, -1.2257], [-3.4969, -1.6175, 2.6414], [-3.0710, -0.3919, 2.3649], [-3.4385, 0.1889, 0.7206], [-2.4195, 0.2445, 3.3189], [-2.0668, 1.6229, 3.5170], [-2.9249, 2.6528, 3.1686], [-2.5792, 3.9500, 3.5117], [-1.3970, 4.2144, 4.1892], [-0.5497, 3.1717, 4.5370], [-0.8871, 1.8691, 4.2057], [-4.0373, -2.1236, 1.9574], [-3.4761, -1.9896, 3.5813], [-2.1663, -0.3298, 4.1154], [-3.8728, 2.4469, 2.6891], [-3.2570, 4.7571, 3.2704], [-1.1479, 5.2296, 4.4675], [0.3641, 3.3667, 5.0811], [-0.2451, 1.0461, 4.5000], [-1.7899, 0.2546, 0.1053], [-1.0539, 1.3280, 0.2758], [-1.3884, 2.7283, 0.4829], [-0.4146, 3.5889, 0.9967], [-0.6542, 4.9521, 1.0410], [-1.8454, 5.4606, 0.5427], [-2.8171, 4.6097, 0.0247], [-2.5993, 3.2463, -0.0010], [0.3683, 0.9766, -0.0522], [1.0412, 0.1719, 0.8303], [2.3769, -0.3749, 0.8273], [3.4621, -0.1984, 0.0392], [3.7578, 0.7313, -1.1041], [0.7745, 1.1718, -1.3892], [0.5236, 3.1900, 1.3615], [0.0947, 5.6189, 1.4465], [-2.0174, 6.5290, 0.5513], [-3.7365, 5.0158, -0.3750], [-3.3424, 2.5861, -0.4244], [0.4899, -0.0498, 1.7413], [2.5284, -1.0756, 1.6409], [4.2976, -0.8314, 0.3227], [4.8115, 0.5857, -1.3510], [0.2853, 1.9137, -2.0151], [3.6174, 2.1973, -0.6682], [3.0002, 0.3502, -2.4413], [3.5738, -0.9284, -3.0361], [3.1000, 1.4992, -3.4469], [1.5798, 0.1443, -2.0187], [0.8542, -0.8824, -2.0169], [4.0849, 2.8494, -1.4030], [4.1299, 2.3481, 0.2815], [2.5854, 2.5274, -0.5406], [4.6006, -0.7563, -3.3612], [2.9910, -1.2418, -3.9018], [3.5776, -1.7488, -2.3182], [4.1470, 1.7457, -3.6283], [2.5970, 2.4065, -3.1112], [2.6597, 1.1934, -4.3964]]}

***

Entry 5:
{"formula": "C3H6EuO5", "method": "ωB97M-V with the def2-TZVPD basis set", "lumo_energy_ev": [1.84, 1.86], "homo_lumo_gap_ev": [4.4, 4.4], "charge": -1, "multiplicity": 9, "mol_weight_g_mol": 274.04, "species": ["C", "C", "O", "C", "O", "O", "O", "Eu", "H", "H", "H", "H", "H", "O", "H"], "positions_angstrom": [[0.8538, 0.0525, 3.2341], [-0.0038, -0.1795, 1.9912], [-0.0636, 1.0367, 1.2265], [-0.7208, 1.0403, 0.0832], [-1.3033, 0.0077, -0.3524], [-0.7059, 2.1068, -0.5969], [0.9304, -1.0831, 3.9991], [-2.1767, 1.2681, -2.5770], [0.4082, 0.9122, 3.7864], [1.8502, 0.4138, 2.8811], [-1.0227, -0.4741, 2.2813], [0.4309, -0.9759, 1.3709], [3.1820, -3.1188, 3.6497], [3.9713, -3.7957, 3.4769], [3.6575, -4.3816, 2.7851]]}

***

Entry 6:
{"formula": "C3H9NO", "method": "ωB97M-V with the def2-TZVPD basis set", "lumo_energy_ev": 0.77, "homo_lumo_gap_ev": 10.4, "charge": 0, "mol_weight_g_mol": 75.11, "species": ["C", "C", "C", "N", "H", "H", "H", "H", "H", "H", "H", "O", "H", "H"], "positions_angstrom": [[-0.5745, 1.8380, 1.1686], [-0.1034, 0.5937, 1.1381], [1.3725, 0.3330, 0.9708], [1.6848, -0.7374, -0.0350], [-1.4687, 2.1048, 1.7201], [0.1049, 2.6432, 0.9258], [-0.7090, -0.2934, 1.0415], [1.7512, 0.0033, 1.9387], [1.7958, 1.2927, 0.6730], [0.9323, -0.7181, -0.7248], [2.3987, -0.2692, -0.5946], [-2.0383, -1.6700, -2.4916], [-2.4648, -1.5900, -1.6341], [-1.9701, -0.7717, -2.8336]]}

***

Entry 7:
{"formula": "C5H13N2", "method": "ωB97M-V with the def2-TZVPD basis set", "lumo_energy_ev": -3.89, "homo_lumo_gap_ev": 8.4, "charge": 1, "mol_weight_g_mol": 101.17, "species": ["C", "C", "N", "C", "C", "C", "N", "H", "H", "H", "H", "H", "H", "H", "H", "H", "H", "H", "H", "H"], "positions_angstrom": [[-1.2286, -0.3074, -1.4958], [-0.9996, -1.0793, -0.2058], [-2.1037, -1.9984, 0.3962], [-0.7953, 0.0109, 0.8599], [0.5144, 0.6844, 1.0408], [1.4296, 0.8222, 0.0458], [2.6831, 1.5495, 0.1812], [-2.2607, -0.1460, -1.8770], [-0.6595, -0.7617, -2.2629], [-0.6944, 0.6385, -1.6015], [-0.0560, -1.6205, -0.4911], [-2.2306, -2.5441, -0.4058], [-2.1491, -2.4968, 1.2247], [-1.0868, -0.4348, 1.8119], [-1.4328, 0.8761, 0.7861], [0.7625, 1.2071, 1.9817], [1.2933, 0.1740, -0.8517], [2.5092, 2.5961, 0.1518], [3.4134, 1.3879, -0.4662], [3.0916, 1.4424, 1.1778]]}

***

Entry 8:
{"formula": "C4H6N2O", "method": "ωB97M-V with the def2-TZVPD basis set", "lumo_energy_ev": 0.59, "homo_lumo_gap_ev": 11.4, "charge": 0, "mol_weight_g_mol": 98.10, "species": ["H", "N", "C", "O", "C", "C", "C", "N", "H", "H", "H", "H", "H"], "positions_angstrom": [[-2.1277, 1.5888, -0.7699], [-2.3459, 0.6126, -1.0692], [-1.5769, 0.3740, -0.0951], [-1.1517, -0.7833, 0.4253], [0.1411, -1.1795, -0.0005], [1.2857, -0.3213, 0.5673], [1.5329, 0.9171, -0.1804], [1.7348, 1.8798, -0.7894], [-1.1853, 1.2881, 0.4571], [0.1746, -1.1984, -1.0956], [0.2360, -2.1929, 0.3846], [1.0721, -0.0753, 1.6127], [2.2104, -0.9097, 0.5530]]}

***

Entry 9:
{"formula": "C2H4N4", "method": "ωB97M-V with the def2-TZVPD basis set", "lumo_energy_ev": 0.32, "homo_lumo_gap_ev": 10.0, "charge": 0, "mol_weight_g_mol": 84.08, "species": ["C", "N", "C", "N", "N", "N", "H", "H", "H", "H"], "positions_angstrom": [[0.6421, -0.2218, -1.2245], [-0.4611, 0.0467, -0.3049], [-0.4179, -0.6208, 1.4675], [-0.6913, 0.2109, 2.2726], [-0.9562, 1.9006, 0.9024], [-0.6793, 1.2718, -0.0222], [1.6036, 0.0985, -0.8052], [0.4799, 0.2730, -2.1855], [0.6641, -1.3003, -1.3929], [-0.1839, -1.6585, 1.2926]]}